{"formula": "C6H11Cl2PS", "method": "the ωB97M-V functional and the def2-TZVPD basis", "elements": ["C", "C", "C", "C", "C", "C", "P", "S", "Cl", "Cl", "H", "H", "H", "H", "H", "H", "H", "H", "H", "H", "H"], "xyz": [[-1.35, -0.63, 0.56], [-0.06, -1.20, -0.23], [-1.45, 0.79, 0.01], [0.49, -0.04, -0.92], [-0.42, 1.11, -0.77], [1.82, 0.58, -0.40], [-0.99, 3.59, 2.91], [-2.35, 2.79, 4.03], [0.43, 4.87, 3.85], [-1.73, 4.69, 1.40], [-2.25, -1.13, 0.30], [-1.41, -0.73, 1.64], [0.76, -1.71, 0.32], [-0.39, -1.94, -0.93], [-2.23, 1.36, 0.42], [-0.08, 2.77, 2.36], [0.61, -0.24, -1.97], [-0.20, 2.10, -1.22], [2.69, -0.14, -0.53], [1.83, 0.91, 0.61], [2.01, 1.44, -0.97]], "largest_force_ev_per_a": 3.5, "gap_ev": 8.99, "e_above_lowest_kcal_mol": 22.1, "e_tot_ev": -51569.618, "smiles": "C[C@@H]1C=CCC1.S=[PH](Cl)Cl"}